Entry 1:
{"formula": "C3H4N4O", "method": "ωB97M-V/def2-TZVPD", "smiles": "[H]/N=c1\\ncoc(N)n1", "spin_multiplicity": 1, "charge": 0, "symbols": ["H", "N", "C", "N", "C", "O", "C", "N", "N", "H", "H", "H"], "coordinates": [[2.986482, -0.437072, -0.140309], [2.213804, -1.211722, -0.050906], [1.219495, -0.461998, 0.047997], [1.282757, 0.956475, 0.066142], [0.304447, 1.603410, -0.007947], [-1.003868, 1.121879, -0.042480], [-1.039169, -0.249807, 0.001924], [-2.339864, -0.794533, -0.012366], [-0.093627, -1.046188, -0.007916], [0.318499, 2.679250, 0.082956], [-3.133388, -0.194900, -0.255214], [-2.490771, -1.700166, 0.435881]], "forces_ev_per_a": [[-0.978, -2.237, 0.401], [2.749, 2.274, -0.275], [-2.503, -0.815, -0.684], [6.051, -3.954, 0.306], [-5.829, 3.783, 0.273], [0.175, -0.446, -0.100], [-4.021, -0.286, -0.319], [0.440, 1.506, 0.035], [3.344, -0.302, 0.714], [-0.326, 0.274, -0.314], [0.641, -0.530, 0.484], [0.257, 0.733, -0.521]]}

=====

Entry 2:
{"formula": "C9H11OP", "method": "ωB97M-V/def2-TZVPD", "smiles": "C=POc1c(C)cccc1C", "spin_multiplicity": 1, "charge": 0, "symbols": ["C", "P", "O", "C", "C", "C", "C", "C", "C", "C", "C", "H", "H", "H", "H", "H", "H", "H", "H", "H", "H", "H"], "coordinates": [[3.776538, 0.259030, -0.782983], [2.792161, 0.212095, 0.529661], [1.355015, -0.544517, 0.108288], [-0.031776, -0.220956, 0.136374], [-0.508196, 1.104745, 0.000452], [0.415273, 2.265165, 0.271104], [-1.826403, 1.356906, -0.055930], [-2.706932, 0.320112, -0.019538], [-2.304269, -1.022780, 0.045357], [-0.956833, -1.311072, 0.205324], [-0.450823, -2.687150, 0.307835], [4.544581, 0.877123, -0.493387], [3.879661, 0.027769, -1.816247], [0.541293, 2.432695, 1.297379], [1.424935, 2.028953, -0.343000], [0.148539, 3.166012, -0.106226], [-2.272044, 2.353519, -0.067511], [-3.802648, 0.525965, -0.217905], [-3.028653, -1.946418, 0.208433], [-0.899599, -3.365277, 1.112195], [-0.775749, -3.080250, -0.678222], [0.685937, -2.751679, 0.358540]], "forces_ev_per_a": [[-1.690, -0.640, 0.204], [-1.075, -0.224, -0.530], [-0.664, 0.285, 0.030], [-0.061, -0.252, -0.272], [2.762, 0.081, 1.321], [3.172, -3.347, -2.607], [-2.027, 0.345, -0.022], [-3.025, -1.701, -1.186], [-1.016, -1.061, 1.370], [1.382, 1.913, 0.191], [0.801, -2.024, -0.250], [2.305, 1.170, 0.990], [-0.686, -0.518, -0.606], [0.749, -0.191, 1.566], [-1.914, 0.778, 1.917], [-1.507, 2.632, -1.474], [0.602, -0.083, -0.112], [1.332, -0.219, 0.619], [1.279, 2.304, -0.713], [0.464, 1.210, -0.986], [0.477, -0.589, 0.560], [-1.660, 0.136, -0.010]]}

=====

In the order shown, the computed frontier orbital gap values come out to 10.192, 9.012 eV.
In the order shown, the computed relative energy (zero: lowest compared OMol25 entry of this formula, charge and spin) values come out to 28.9, 32.6 kcal/mol.